80
Properties=species:S:1:pos:R:3 method="wB97M-V/def2-TZVPD" lumo_ev="2.14 / 2.13" total_charge=-1 e_above_lowest_kj_mol=79.1 gap_ha="0.2105 / 0.2866" spin_multiplicity=2 energy_ev=-180522.4279
Cd -1.40116 0.22618 -1.02408
O 0.56364 -2.47050 0.85978
S 0.74568 -1.82493 -0.42513
O 1.22565 -0.46542 -0.38117
N -0.58645 -1.78864 -1.30062
C -1.40743 -2.88392 -1.46017
C -1.04313 -4.20783 -1.28470
C -1.95850 -5.24740 -1.50575
C -3.24179 -5.00271 -1.90742
C -3.66766 -3.66998 -2.09458
C -4.97928 -3.32069 -2.48697
C -5.31913 -2.00677 -2.63334
C -4.35103 -1.01936 -2.37259
N -3.12796 -1.30622 -2.00064
C -2.76042 -2.60667 -1.86588
C 1.99608 -2.74866 -1.29685
C 2.62170 -3.81145 -0.66602
C 3.58322 -4.53767 -1.35258
C 3.90447 -4.19003 -2.65813
C 3.28513 -3.10933 -3.27294
C 2.32361 -2.37859 -2.59219
H -0.03792 -4.44414 -0.96838
H -1.62951 -6.26846 -1.35476
H -3.93539 -5.81562 -2.08380
H -5.70638 -4.10355 -2.67022
H -6.31501 -1.71103 -2.93222
H -4.60123 0.03104 -2.47421
H 2.33418 -4.05329 0.34903
H 4.07512 -5.37525 -0.87532
H 4.63751 -4.77141 -3.20332
H 3.54799 -2.84066 -4.28750
H 1.82756 -1.52884 -3.04893
O 4.87427 1.98130 -2.51406
C 3.76311 2.74879 -2.40948
O 3.55158 3.62362 -3.19361
C 2.90810 2.45522 -1.22919
C 3.33658 2.37616 0.06991
Cl 4.92384 2.46117 0.69576
N 2.26886 2.22375 0.92373
N 1.08505 2.18833 0.13384
C 1.51418 2.31176 -1.21077
C 0.64161 1.86793 -2.33152
O 1.16764 1.54412 -3.38955
O -0.63183 1.84227 -2.06920
C 2.35663 1.81503 2.27284
C 2.87544 2.69626 3.21965
C 2.99640 2.29279 4.53921
C 2.63416 1.00687 4.91668
C 2.14364 0.12446 3.96387
C 1.98587 0.52710 2.64882
H 4.87810 1.30661 -1.82466
H 3.17891 3.69008 2.91857
H 3.37947 2.98786 5.27585
H 2.74032 0.69259 5.94747
H 1.89476 -0.89228 4.24048
H 1.60758 -0.15240 1.89847
C -1.91037 -1.06650 3.20371
C -1.66012 -0.00610 4.05753
C -1.26947 1.20357 3.52081
C -1.12019 1.34237 2.14138
N -1.32804 0.29473 1.32207
C -1.72386 -0.86516 1.84930
C -0.88859 2.70115 1.58852
C -1.74603 3.69807 2.06847
C -1.71379 4.98514 1.58211
C -0.83283 5.31569 0.56397
C 0.02607 4.35597 0.07509
C 0.03222 3.05857 0.59471
H -2.24975 -2.02511 3.56949
H -1.78039 -0.10949 5.12867
H -1.06744 2.04873 4.16457
H -1.91888 -1.66904 1.15206
H -2.48682 3.43406 2.81264
H -2.40934 5.72228 1.95830
H -0.81802 6.31750 0.15705
H 0.72762 4.59768 -0.71296
Cl -5.33317 2.40186 -3.16269
Ge -3.37283 3.27372 -2.29354
Cl -4.42033 4.90813 -1.05424
Cl -3.41210 1.61459 -0.50850